12 unconnected molecules or ions with the total composition C44H119N9O12, computed with ωB97M-V with the def2-TZVPD basis set.

Results
SMILES ... CC1(C)CCCC(C)(C)N1O.COC[C@H](C)N.COC[C@H](C)N.COC[C@H](C)N.COC[C@H](C)N.COC[C@H](C)N.COC[C@H](C)N.COC[C@H](C)N.COC[C@H](C)N.CO.CO.CO
LUMO energy ... 0.445 eV
2S+1 ... 1
Orbital gap ... 8.25 eV

Each atom is followed by the atoms it is bonded to, with distances in Å.
Atoms and positions in Å:
1 C 0.898 2.199 -4.096  C2 1.506, H12 1.090, H13 1.090, H14 1.090
2 C 1.841 3.015 -4.941  C1 1.506, C3 1.589, N7 1.451, C11 1.595
3 C 2.022 4.281 -3.999  C2 1.589, C4 1.485, H15 1.090, H16 1.090
4 C 3.277 5.046 -4.215  C3 1.485, C5 1.517, H17 1.090, H18 1.090
5 C 4.486 4.130 -4.227  C4 1.517, C6 1.570, H19 1.090, H20 1.090
6 C 4.363 2.949 -5.254  C5 1.570, N7 1.466, C9 1.535, C10 1.563
7 N 3.077 2.268 -5.074  C2 1.451, C6 1.466, O8 1.351
8 O 2.876 1.115 -5.749  N7 1.351, H30 0.960
9 C 4.499 3.471 -6.690  C6 1.535, H21 1.090, H22 1.090, H23 1.090
10 C 5.526 1.969 -4.896  C6 1.563, H24 1.090, H25 1.090, H26 1.090
11 C 1.270 3.539 -6.335  C2 1.595, H27 1.090, H28 1.090, H29 1.090
12 H 0.475 1.355 -4.641  C1 1.090
13 H -0.039 2.683 -3.821  C1 1.090
14 H 1.386 1.757 -3.228  C1 1.090
15 H 1.090 4.845 -4.030  C3 1.090
16 H 2.080 3.995 -2.948  C3 1.090
17 H 3.390 5.881 -3.524  C4 1.090
18 H 3.190 5.576 -5.164  C4 1.090
19 H 4.590 3.850 -3.178  C5 1.090
20 H 5.354 4.745 -4.464  C5 1.090
21 H 3.843 4.324 -6.864  C9 1.090
22 H 5.524 3.640 -7.021  C9 1.090
23 H 4.053 2.736 -7.360  C9 1.090
24 H 6.495 2.443 -5.055  C10 1.090
25 H 5.448 1.696 -3.844  C10 1.090
26 H 5.625 0.977 -5.337  C10 1.090
27 H 0.195 3.670 -6.453  C11 1.090
28 H 1.335 2.833 -7.163  C11 1.090
29 H 1.650 4.532 -6.577  C11 1.090
30 H 3.021 0.414 -5.110  O8 0.960
31 C -0.398 -2.906 -3.203  C32 1.522, H37 1.090, H38 1.090, H39 1.090
32 C -0.445 -2.230 -4.566  C31 1.522, C33 1.592, N36 1.442, H40 1.090
33 C 0.007 -3.150 -5.784  C32 1.592, O34 1.424, H41 1.090, H42 1.090
34 O 1.413 -2.987 -5.938  C33 1.424, C35 1.434
35 C 1.976 -3.761 -7.006  O34 1.434, H43 1.090, H44 1.090, H45 1.090
36 N -1.800 -1.792 -4.795  C32 1.442, H46 1.010, H47 1.010
37 H -0.920 -2.290 -2.471  C31 1.090
38 H 0.605 -3.175 -2.872  C31 1.090
39 H -1.080 -3.756 -3.196  C31 1.090
40 H 0.096 -1.288 -4.659  C32 1.090
41 H -0.288 -2.708 -6.735  C33 1.090
42 H -0.273 -4.200 -5.867  C33 1.090
43 H 3.050 -3.855 -6.847  C35 1.090
44 H 1.806 -3.147 -7.890  C35 1.090
45 H 1.626 -4.781 -7.169  C35 1.090
46 H -2.458 -2.528 -4.578  N36 1.010
47 H -2.208 -1.070 -4.218  N36 1.010
48 C -0.394 9.048 -3.775  C49 1.545, H54 1.090, H55 1.090, H56 1.090
49 C -0.412 7.510 -3.627  C48 1.545, C50 1.536, N53 1.471, H57 1.090
50 C -1.286 6.946 -2.498  C49 1.536, O51 1.451, H58 1.090, H59 1.090
51 O -0.939 5.558 -2.258  C50 1.451, C52 1.463
52 C -1.851 4.828 -1.379  O51 1.463, H60 1.090, H61 1.090, H62 1.090
53 N -0.798 6.975 -4.942  C49 1.471, H63 1.010, H64 1.010
54 H -1.250 9.547 -4.230  C48 1.090
55 H 0.405 9.348 -4.453  C48 1.090
56 H -0.113 9.541 -2.845  C48 1.090
57 H 0.639 7.316 -3.412  C49 1.090
58 H -2.314 7.018 -2.854  C50 1.090
59 H -1.319 7.494 -1.556  C50 1.090
60 H -1.929 5.381 -0.444  C52 1.090
61 H -1.412 3.836 -1.270  C52 1.090
62 H -2.828 4.840 -1.862  C52 1.090
63 H -0.562 5.996 -4.861  N53 1.010
64 H -1.798 7.041 -5.067  N53 1.010
65 C 0.475 -2.621 6.448  C66 1.573, H71 1.090, H72 1.090, H73 1.090
66 C 0.148 -3.981 5.729  C65 1.573, C67 1.532, N70 1.454, H74 1.090
67 C -1.335 -3.964 5.350  C66 1.532, O68 1.427, H75 1.090, H76 1.090
68 O -2.131 -3.894 6.532  C67 1.427, C69 1.411
69 C -2.352 -5.053 7.308  O68 1.411, H77 1.090, H78 1.090, H79 1.090
70 N 0.943 -4.122 4.519  C66 1.454, H80 1.010, H81 1.010
71 H -0.198 -2.543 7.303  C65 1.090
72 H 0.239 -1.757 5.827  C65 1.090
73 H 1.496 -2.541 6.820  C65 1.090
74 H 0.372 -4.851 6.346  C66 1.090
75 H -1.602 -4.896 4.852  C67 1.090
76 H -1.589 -3.103 4.731  C67 1.090
77 H -2.615 -4.681 8.298  C69 1.090
78 H -1.437 -5.644 7.352  C69 1.090
79 H -3.121 -5.678 6.854  C69 1.090
80 H 1.933 -3.937 4.593  N70 1.010
81 H 0.693 -3.348 3.920  N70 1.010
82 C 0.991 -2.550 0.862  C83 1.566, H88 1.090, H89 1.090, H90 1.090
83 C 0.514 -1.190 1.477  C82 1.566, C84 1.541, N87 1.452, H91 1.090
84 C -0.611 -0.599 0.604  C83 1.541, O85 1.405, H92 1.090, H93 1.090
85 O -0.057 -0.337 -0.660  C84 1.405, C86 1.395
86 C -0.855 0.329 -1.592  O85 1.395, H94 1.090, H95 1.090, H96 1.090
87 N -0.047 -1.548 2.767  C83 1.452, H97 1.010, H98 1.010
88 H 1.636 -2.405 -0.005  C82 1.090
89 H 0.156 -3.200 0.603  C82 1.090
90 H 1.620 -3.123 1.544  C82 1.090
91 H 1.359 -0.504 1.532  C83 1.090
92 H -1.013 0.313 1.045  C84 1.090
93 H -1.346 -1.371 0.375  C84 1.090
94 H -1.736 -0.259 -1.849  C86 1.090
95 H -0.371 0.648 -2.515  C86 1.090
96 H -1.015 1.359 -1.274  C86 1.090
97 H -0.794 -2.217 2.650  N87 1.010
98 H -0.431 -0.723 3.205  N87 1.010
99 C -2.951 3.874 2.043  C100 1.474, H105 1.090, H106 1.090, H107 1.090
100 C -4.241 3.180 1.879  C99 1.474, C101 1.513, N104 1.478, H108 1.090
101 C -4.386 2.453 0.560  C100 1.513, O102 1.435, H109 1.090, H110 1.090
102 O -4.707 3.451 -0.420  C101 1.435, C103 1.418
103 C -4.521 2.957 -1.736  O102 1.418, H111 1.090, H112 1.090, H113 1.090
104 N -4.461 2.341 3.076  C100 1.478, H114 1.010, H115 1.010
105 H -3.014 4.333 3.030  C99 1.090
106 H -2.684 4.719 1.409  C99 1.090
107 H -2.132 3.165 1.923  C99 1.090
108 H -4.984 3.976 1.841  C100 1.090
109 H -5.167 1.693 0.537  C101 1.090
110 H -3.448 1.989 0.256  C101 1.090
111 H -3.460 2.794 -1.928  C103 1.090
112 H -5.059 3.585 -2.446  C103 1.090
113 H -4.980 1.970 -1.791  C103 1.090
114 H -4.659 2.772 3.968  N104 1.010
115 H -3.566 1.886 3.189  N104 1.010
116 C -4.499 -1.814 2.240  C117 1.526, H122 1.090, H123 1.090, H124 1.090
117 C -4.485 -3.301 2.580  C116 1.526, C118 1.564, N121 1.450, H125 1.090
118 C -3.117 -4.016 2.329  C117 1.564, O119 1.398, H126 1.090, H127 1.090
119 O -2.921 -4.030 0.944  C118 1.398, C120 1.425
120 C -1.948 -5.016 0.609  O119 1.425, H128 1.090, H129 1.090, H130 1.090
121 N -5.018 -3.528 3.910  C117 1.450, H131 1.010, H132 1.010
122 H -4.103 -1.084 2.946  C116 1.090
123 H -5.559 -1.603 2.093  C116 1.090
124 H -4.028 -1.579 1.285  C116 1.090
125 H -5.177 -3.852 1.942  C117 1.090
126 H -3.133 -5.021 2.752  C118 1.090
127 H -2.223 -3.555 2.749  C118 1.090
128 H -1.634 -4.833 -0.419  C120 1.090
129 H -2.305 -6.044 0.674  C120 1.090
130 H -1.033 -4.973 1.199  C120 1.090
131 H -5.936 -3.108 3.864  N121 1.010
132 H -5.278 -4.492 4.063  N121 1.010
133 C 0.029 -7.225 2.831  C134 1.575, H139 1.090, H140 1.090, H141 1.090
134 C 1.582 -7.322 2.583  C133 1.575, C135 1.510, N138 1.467, H142 1.090
135 C 1.992 -6.445 1.424  C134 1.510, O136 1.392, H143 1.090, H144 1.090
136 O 1.579 -6.958 0.198  C135 1.392, C137 1.424
137 C 1.663 -6.151 -0.973  O136 1.424, H145 1.090, H146 1.090, H147 1.090
138 N 2.145 -6.808 3.835  C134 1.467, H148 1.010, H149 1.010
139 H -0.277 -7.770 3.724  C133 1.090
140 H -0.493 -7.574 1.939  C133 1.090
141 H -0.176 -6.186 3.087  C133 1.090
142 H 1.891 -8.349 2.390  C134 1.090
143 H 3.078 -6.457 1.327  C135 1.090
144 H 1.749 -5.387 1.523  C135 1.090
145 H 0.996 -5.298 -0.846  C137 1.090
146 H 1.525 -6.734 -1.884  C137 1.090
147 H 2.674 -5.779 -1.137  C137 1.090
148 H 3.127 -6.715 3.619  N138 1.010
149 H 1.924 -5.829 3.946  N138 1.010
150 C 2.443 3.119 4.567  C151 1.526, H156 1.090, H157 1.090, H158 1.090
151 C 3.649 2.289 4.137  C150 1.526, C152 1.567, N155 1.471, H159 1.090
152 C 4.031 1.208 5.205  C151 1.567, O153 1.444, H160 1.090, H161 1.090
153 O 5.231 0.449 4.941  C152 1.444, C154 1.398
154 C 6.316 1.317 4.793  O153 1.398, H162 1.090, H163 1.090, H164 1.090
155 N 3.383 1.619 2.854  C151 1.471, H165 1.010, H166 1.010
156 H 1.560 2.485 4.480  C150 1.090
157 H 2.282 3.823 3.751  C150 1.090
158 H 2.509 3.611 5.537  C150 1.090
159 H 4.550 2.893 4.025  C151 1.090
160 H 3.205 0.502 5.287  C152 1.090
161 H 4.134 1.658 6.192  C152 1.090
162 H 7.288 0.826 4.767  C154 1.090
163 H 6.451 2.049 5.590  C154 1.090
164 H 6.316 1.606 3.742  C154 1.090
165 H 2.934 0.727 3.002  N155 1.010
166 H 4.253 1.190 2.572  N155 1.010
167 C 0.889 2.803 0.807  O168 1.406, H169 1.090, H170 1.090, H171 1.090
168 O 2.113 3.404 1.150  C167 1.406, H172 0.960
169 H 0.327 2.420 1.659  C167 1.090
170 H 0.204 3.418 0.224  C167 1.090
171 H 1.121 1.973 0.139  C167 1.090
172 H 2.572 2.823 1.761  O168 0.960
173 C -4.250 -1.730 -1.315  O174 1.378, H175 1.090, H176 1.090, H177 1.090
174 O -4.223 -1.725 -2.692  C173 1.378, H178 0.960
175 H -4.816 -2.544 -0.862  C173 1.090
176 H -3.264 -1.758 -0.851  C173 1.090
177 H -4.779 -0.830 -1.003  C173 1.090
178 H -4.043 -2.636 -2.936  O174 0.960
179 C -1.468 1.312 4.913  O180 1.374, H181 1.090, H182 1.090, H183 1.090
180 O -2.004 0.644 3.839  C179 1.374, H184 0.960
181 H -2.250 1.262 5.670  C179 1.090
182 H -0.621 0.788 5.357  C179 1.090
183 H -1.108 2.295 4.611  C179 1.090
184 H -2.439 -0.136 4.191  O180 0.960

These are the Mulliken partial charges, in e, on atoms 1 to 5:
1 C -3.020
2 C 2.062
3 C -0.415
4 C -0.838
5 C -1.341